No. 1
{"formula": "C6H12N3", "method": "ωB97M-V/def2-TZVPD", "species": ["C", "N", "H", "H", "C", "H", "H", "C", "H", "C", "H", "C", "N", "H", "C", "H", "H", "H", "H", "N", "H"], "xyz": [[-1.470, 1.302, 1.930], [0.903, 2.027, 1.575], [1.129, -2.259, 0.714], [-0.018, 0.809, -2.087], [-2.039, 0.082, 1.769], [1.607, -2.395, -0.976], [0.766, -0.663, -2.655], [-0.276, 1.413, 1.058], [1.523, -0.009, -0.340], [0.820, -2.059, -0.308], [-1.805, 2.086, 2.582], [0.070, -0.263, -1.922], [-1.366, -0.659, 0.846], [-0.584, 1.913, 0.122], [0.595, -0.565, -0.514], [1.322, 2.761, 1.031], [0.923, 2.180, 2.571], [-2.915, -0.328, 2.233], [-0.899, -0.732, -2.076], [-0.337, -0.086, 0.466], [-0.085, -2.622, -0.520]], "forces_ev_per_a": [[-0.270, -0.972, -0.150], [-0.900, -1.325, -0.482], [0.038, -0.078, 0.076], [-0.038, 0.075, -0.080], [-0.189, 1.898, 0.975], [0.046, 0.002, -0.066], [0.059, -0.001, -0.023], [0.019, 0.406, -0.150], [-0.196, -0.041, 0.120], [0.073, 0.070, 0.096], [-0.060, 0.193, 0.093], [0.056, 0.116, 0.162], [0.901, -1.219, -1.286], [-0.045, -0.033, 0.105], [0.498, -0.771, -1.052], [-0.080, -0.022, -0.066], [0.089, -0.123, -0.081], [-0.115, -0.077, 0.034], [-0.069, -0.053, 0.008], [0.238, 1.966, 1.794], [-0.056, -0.012, -0.025]], "mulliken_charge": [-0.529, -0.461, 0.404, 0.381, -0.328, 0.426, 0.390, 0.190, 0.180, -1.456, 0.443, -1.302, -0.680, 0.323, 0.445, 0.253, 0.250, 0.479, 0.370, 0.839, 0.383], "energy_ha": -399.78642, "molar_mass_g_mol": 126.183, "e_homo_ev": -14.46, "gap_ev": 8.94, "total_charge": 1}

=====

No. 2
{"formula": "C25H21Br2N6NaO3S", "method": "ωB97M-V/def2-TZVPD", "species": ["Br", "H", "H", "H", "N", "C", "C", "C", "H", "H", "C", "C", "C", "H", "C", "H", "C", "C", "H", "O", "H", "H", "C", "H", "H", "H", "N", "C", "C", "N", "H", "C", "O", "H", "H", "C", "H", "O", "N", "C", "C", "Na", "S", "N", "Br", "H", "C", "H", "H", "C", "C", "H", "N", "C", "C", "C", "C", "C", "C"], "xyz": [[-11.293, -15.845, -13.123], [-0.651, -10.466, -13.006], [-2.673, -7.793, -13.021], [-1.283, -14.672, -13.158], [-6.907, -12.867, -13.043], [-7.994, -13.608, -11.018], [-6.966, -12.986, -11.703], [-8.004, -12.983, -15.181], [-7.374, -6.640, -12.894], [-4.980, -13.252, -17.542], [-6.069, -8.064, -12.601], [-8.008, -13.229, -13.769], [-6.203, -5.755, -10.439], [-3.715, -14.237, -12.769], [-1.640, -13.682, -13.072], [-1.091, -12.398, -19.169], [-9.057, -14.060, -11.700], [-2.039, -8.667, -12.931], [-6.020, -4.729, -12.343], [-1.321, -9.600, -15.617], [-7.292, -5.891, -10.349], [-6.122, -12.477, -11.194], [-1.300, -11.341, -12.968], [-3.137, -14.056, -18.887], [-5.921, -4.806, -9.921], [-9.883, -14.501, -11.168], [-4.740, -8.184, -12.309], [-9.067, -13.970, -13.096], [-3.090, -9.747, -12.729], [-6.379, -6.713, -12.724], [-0.850, -10.672, -17.661], [-2.979, -13.422, -12.801], [-7.033, -12.363, -15.713], [-4.648, -5.699, -12.088], [-1.498, -8.850, -13.852], [-9.147, -13.493, -15.883], [-5.800, -6.651, -10.000], [-3.529, -9.262, -15.170], [-3.536, -12.198, -12.639], [-3.997, -12.746, -17.483], [-5.748, -5.738, -11.936], [-5.488, -10.930, -14.772], [-7.209, -9.130, -13.121], [-3.909, -11.774, -16.589], [-9.098, -13.516, -17.677], [-11.084, -14.543, -15.756], [-2.553, -9.818, -15.753], [-7.982, -13.605, -9.922], [-1.475, -8.659, -12.066], [-1.748, -11.260, -17.583], [-10.121, -14.476, -13.872], [0.250, -12.704, -13.489], [-4.287, -9.421, -12.370], [-10.175, -14.207, -15.232], [-1.891, -12.291, -18.450], [-3.013, -13.132, -18.306], [-2.779, -11.057, -16.620], [-0.798, -12.619, -13.181], [-2.684, -11.162, -12.783]], "forces_ev_per_a": [[0.080, 0.655, -0.282], [-0.251, -0.507, -0.187], [0.396, 0.503, -0.002], [0.159, -1.014, -0.273], [-1.212, 0.462, 0.920], [0.350, 0.851, 1.522], [1.887, 0.942, -1.811], [0.561, 0.589, -1.159], [0.109, 0.405, 0.139], [0.618, 0.124, 0.411], [3.773, 1.441, -0.085], [-0.046, -1.463, 2.576], [0.184, 0.442, -0.659], [0.386, 0.179, 0.156], [-1.126, 0.016, 0.246], [-0.139, -0.611, -0.286], [-0.303, -0.750, -0.310], [-2.263, -0.650, -1.564], [-0.226, -0.592, 0.154], [-0.353, 0.593, -0.417], [0.181, 0.311, -0.335], [-0.471, -0.659, -0.242], [0.164, -0.578, -0.375], [0.019, 0.590, -0.016], [0.007, -0.870, -0.153], [-0.218, -0.186, -0.092], [-1.132, 0.718, -0.170], [0.208, 0.758, -0.719], [-0.811, 1.576, 1.306], [-0.991, -0.935, -0.357], [-0.244, 0.471, 0.451], [-1.162, 0.454, 0.129], [-0.871, -0.579, -0.081], [-0.636, -0.737, 0.484], [0.299, 0.337, 0.239], [-0.049, -0.410, 2.930], [0.509, -0.140, 0.573], [0.750, -0.805, -1.724], [1.144, -0.579, -0.741], [-2.372, -1.043, 0.935], [0.034, 2.688, 0.609], [0.044, 0.076, 0.374], [-1.241, -1.489, -0.365], [1.001, 1.595, 0.125], [-0.047, 0.285, -2.635], [0.815, 0.011, -0.103], [-0.337, -0.278, 1.670], [0.038, -0.089, -0.414], [1.656, 0.398, 1.864], [-0.866, -0.171, 0.521], [-0.209, -0.104, -1.039], [-0.273, -0.252, 0.342], [-0.350, -3.063, -0.365], [-0.369, -0.242, 0.623], [-0.109, -0.974, 0.123], [1.622, -0.536, -2.154], [0.251, 0.697, -0.871], [0.947, 1.773, -0.052], [0.488, 0.369, 0.618]], "mulliken_charge": [-0.329, 0.249, 0.388, 0.433, 0.118, -0.723, -0.364, 0.314, 0.221, 0.406, 0.234, -0.186, -1.063, 0.373, -0.868, 0.380, -0.673, -1.877, 0.371, -0.804, 0.247, 0.435, -0.837, 0.342, 0.359, 0.323, -0.669, 0.932, 0.587, -0.190, 0.393, -0.142, -0.738, 0.211, 0.477, -0.003, 0.294, -0.726, -0.028, -0.357, -0.409, 0.775, -0.595, -0.014, -0.217, 0.295, 0.384, 0.302, 0.498, -0.905, 0.021, 0.345, 0.027, -0.454, -0.163, -0.718, 0.823, -0.352, 0.851], "energy_ha": -7228.13006, "molar_mass_g_mol": 668.347, "e_homo_ev": -1.24, "gap_ev": 5.15, "total_charge": -2}

=====

No. 3
{"formula": "C3H4O4V", "method": "ωB97M-V/def2-TZVPD", "species": ["O", "H", "C", "C", "O", "O", "C", "H", "O", "H", "V", "H"], "xyz": [[0.609, -2.597, -0.104], [-1.120, 1.663, -0.541], [-0.620, -2.439, -0.550], [-0.188, 1.750, 0.029], [-0.928, -2.609, -1.750], [-1.299, -1.671, 0.275], [0.897, 0.971, -0.299], [1.851, 1.261, 0.159], [-0.358, 2.443, 1.122], [-0.394, 1.819, 1.951], [0.381, -0.980, 0.890], [1.169, 0.389, -1.182]], "forces_ev_per_a": [[1.455, -0.271, 1.001], [0.327, 0.200, -0.370], [-0.597, 1.189, -4.690], [-0.165, -3.698, -2.411], [0.102, -0.699, 2.632], [-0.972, 0.410, 1.099], [1.142, 1.429, 0.591], [-0.260, -0.078, 0.606], [0.028, -0.411, 4.210], [0.299, 2.140, -2.235], [-0.109, -0.536, -0.159], [-1.250, 0.325, -0.272]], "mulliken_spin": [-0.002, 0.005, -0.020, -0.031, -0.004, 0.012, 0.023, 0.009, 0.001, -0.001, 2.994, 0.015], "energy_ha": -1361.58391, "molar_mass_g_mol": 155.005, "e_homo_ev": [-8.46, -8.81], "multiplicity": 4, "gap_ev": [6.94, 7.17], "total_charge": 0}

=====

Q: Number 1 is which compound?
A: C6H12N3